[1]
{
  "formula": "C4H10N2O",
  "method": "ωB97M-V with the def2-TZVPD basis set",
  "e_homo_ev": [-7.70, -7.70],
  "orbital_gap_ha": [0.294, 0.294],
  "lumo_energy_ev": [0.30, 0.30],
  "relative_energy_kcal_mol": 84.21,
  "symbols": ["N", "H", "H", "N", "H", "H", "C", "C", "C", "H", "H", "H", "O", "H", "C", "H", "H"],
  "positions_angstrom": [[0.608711, -1.536005, -1.135284], [0.750663, -2.519400, -0.936637], [-2.320094, 0.874271, 0.096476], [1.209832, -0.171295, 2.159432], [1.902451, 0.413472, 2.610324], [-2.022611, 1.925801, -1.305208], [-0.262588, 0.983753, -0.520121], [0.244348, -0.736019, -0.004792], [-1.755355, 0.977900, -0.833331], [0.311080, 1.012271, -1.474158], [-2.028619, 0.165412, -1.515835], [-0.056784, -1.448163, -1.895897], [0.143179, 1.810382, 0.404322], [0.268408, -0.051732, 2.516734], [1.323150, -0.364277, 0.858289], [-0.626228, -1.106515, 0.545032], [2.310458, -0.229856, 0.430652]],
  "forces_ev_per_angstrom": [[0.3, 0.1, -0.6], [-0.1, 0.2, 0.1], [0.0, 0.1, -0.1], [-0.3, 0.8, -0.6], [-0.1, -0.1, -0.1], [0.1, 0.0, 0.1], [0.8, 1.9, 0.8], [0.4, -0.4, 1.0], [0.0, -0.6, 0.3], [0.1, -0.4, 0.2], [0.0, 0.0, 0.0], [0.1, 0.0, 0.1], [-0.8, -0.7, -0.7], [0.1, -0.1, 0.0], [-0.4, -1.0, -0.6], [-0.1, 0.3, 0.1], [0.0, 0.0, 0.0]]
}

[2]
{
  "formula": "C20H16Br4N5O2SSe3TeW",
  "method": "ωB97M-V with the def2-TZVPD basis set",
  "e_homo_ev": [-10.65, -10.65],
  "orbital_gap_ha": [0.192, 0.192],
  "total_charge": 1,
  "lumo_energy_ev": [-5.42, -5.42],
  "relative_energy_kcal_mol": 32.41,
  "symbols": ["H", "N", "Br", "C", "H", "H", "C", "H", "C", "C", "C", "C", "H", "Br", "H", "C", "C", "C", "N", "H", "H", "C", "C", "C", "Se", "N", "N", "H", "Te", "C", "Se", "O", "H", "C", "H", "C", "H", "O", "H", "C", "H", "S", "N", "Se", "H", "C", "W", "Br", "H", "Br", "C", "C", "C"],
  "positions_angstrom": [[-2.790024, -0.783536, -3.675693], [0.178087, -1.718631, 1.792876], [0.311913, 2.911661, 2.346998], [-2.616314, 2.225090, -4.105418], [-3.170087, 0.523911, 1.750332], [-0.359684, 2.108861, -0.853554], [2.437143, 1.644784, 3.862395], [-2.455861, 2.391923, -1.971371], [1.827420, 0.626346, 1.792891], [-1.151783, -1.063223, -2.513930], [-0.736434, -1.384455, 4.363906], [0.799425, -2.321693, 2.799989], [-3.166760, 0.625871, -0.028182], [4.401137, 0.586560, 5.636313], [-2.485626, 2.022606, -6.241819], [0.358443, -2.187088, 4.108126], [-1.951472, 1.983509, -5.302214], [2.734871, -0.395486, 1.994922], [0.127824, 1.758524, -1.667895], [-1.367553, -1.267412, -4.543198], [-0.056881, 1.541407, -6.205863], [3.503186, -0.414937, 3.145812], [-2.989565, -0.020573, 0.826889], [-1.404002, -0.781700, 3.304316], [3.144535, -0.056666, -1.441913], [-1.819749, -1.049203, -3.674819], [-1.783503, -0.757087, -1.424197], [1.159867, 1.450532, -4.055301], [2.320126, -3.965931, -0.319183], [3.359683, 0.619114, 4.078647], [-0.090845, -3.671263, -0.506761], [2.674232, -1.387799, 1.094350], [-3.707539, -0.842329, 0.764613], [-0.589924, 1.716460, -5.279919], [-3.674431, 2.454465, -4.114058], [-0.922285, -0.983177, 2.023603], [0.894754, -2.684532, 4.903805], [1.052487, 0.463820, 0.692101], [-1.081109, -1.228649, 5.377159], [0.098609, 1.673120, -4.076791], [1.051722, 2.169082, -1.684261], [0.541337, -1.450200, -2.603880], [-0.988903, -0.820346, -0.309694], [3.394769, -2.305226, -2.027853], [-2.278888, -0.175324, 3.479549], [-1.933193, 2.195793, -2.901159], [1.184473, -1.231086, -0.295316], [2.222504, 3.026138, 5.109946], [1.686452, -2.888320, 2.552653], [4.628148, -1.893749, 3.392002], [-0.569428, 1.914325, -2.876510], [-1.598181, -0.545190, 0.798875], [1.646868, 1.640910, 2.707677]],
  "forces_ev_per_angstrom": [[0.0, 0.1, 0.0], [0.3, 0.0, -0.2], [0.0, 0.0, 0.0], [0.0, 0.0, 0.0], [0.0, 0.0, 0.0], [-0.1, 0.0, 0.0], [-0.1, 0.0, -0.1], [0.0, 0.0, 0.0], [-0.3, 0.1, -0.3], [-0.4, 0.1, -0.4], [-0.1, 0.1, 0.0], [-0.2, 0.1, 0.1], [0.0, 0.0, 0.0], [0.0, 0.0, 0.1], [0.0, 0.0, 0.0], [0.1, -0.1, 0.0], [0.0, 0.0, 0.0], [0.1, 0.0, 0.1], [-0.1, 0.2, 0.2], [0.0, 0.1, 0.0], [0.0, 0.0, 0.0], [0.0, 0.0, -0.2], [0.0, 0.1, 0.0], [0.1, -0.1, 0.1], [0.2, -0.2, 0.0], [0.0, -0.3, 0.2], [0.3, -0.1, 0.2], [0.0, 0.0, 0.0], [0.1, 0.6, 0.1], [0.0, -0.1, -0.1], [0.2, 0.1, -0.2], [0.0, 0.0, 0.1], [0.0, 0.0, 0.0], [0.0, 0.0, 0.0], [0.0, 0.0, 0.0], [0.0, 0.0, -0.2], [0.0, 0.0, 0.0], [-0.1, -0.2, -0.4], [0.0, 0.0, 0.0], [0.0, 0.1, 0.0], [0.1, -0.1, -0.1], [0.1, 0.5, -0.2], [0.0, 0.1, -0.2], [0.1, -0.3, -0.3], [0.0, 0.0, 0.0], [0.0, 0.0, 0.1], [-0.7, -0.6, 1.3], [0.0, 0.1, 0.1], [0.0, 0.0, 0.0], [0.1, -0.1, 0.0], [0.1, -0.1, -0.1], [-0.1, -0.1, 0.2], [0.1, 0.0, 0.0]]
}

The calculated total energy results, record by record, are as follows: -9335.336, -528704.070 eV.